Entry 1:
# C71H65N2P3S2SbSiY

C71H65N2P3S2SbSiY as an isolated structure in a non-equilibrium geometry (the ωB97M-V functional and the def2-TZVPD basis, OMol25).

Each line ends with the Löwdin charge.
Atoms and positions in Å:
Y: 0.7628 0.2855 -0.9967  0.792
C: 4.2150 -4.9786 -0.6541  -0.085
C: 4.7355 -3.8886 -1.3417  -0.093
C: 4.4232 -2.5977 -0.9438  -0.131
C: 3.6092 -2.3747 0.1712  -0.346
C: 3.1181 -3.4726 0.8719  -0.080
C: 3.4049 -4.7664 0.4514  -0.075
P: 3.1489 -0.6504 0.6186  0.977
C: 4.7345 0.2342 0.5525  -0.382
C: 4.7226 1.5725 0.1668  -0.110
C: 5.9009 2.2988 0.0874  -0.068
C: 7.1104 1.6827 0.3828  -0.076
C: 7.1353 0.3464 0.7586  -0.072
C: 5.9522 -0.3765 0.8398  -0.103
C: 2.7814 -0.8336 2.4088  -0.393
C: 3.7599 -0.8073 3.4028  -0.073
C: 3.4223 -1.0635 4.7245  -0.080
C: 2.0993 -1.3276 5.0613  -0.077
C: 1.1221 -1.3101 4.0751  -0.112
C: 1.4410 -1.0743 2.7319  -0.344
Si: 0.1014 -1.0831 1.3636  0.559
C: -0.3674 -2.9315 1.2746  -0.297
C: -0.1019 -3.8371 2.3093  -0.101
C: -0.2353 -5.2080 2.1353  -0.078
C: -0.6349 -5.7120 0.9066  -0.076
C: -0.9253 -4.8390 -0.1307  -0.085
C: -0.8000 -3.4612 0.0454  -0.386
P: -1.2958 -2.2798 -1.2771  1.035
C: 0.1201 -2.2382 -2.4602  -0.464
C: 1.2252 -3.0946 -2.4114  -0.078
C: 2.0837 -3.1700 -3.4977  -0.077
C: 1.8648 -2.3870 -4.6264  -0.081
C: 0.8089 -1.4925 -4.6619  -0.083
C: -0.0554 -1.4151 -3.5806  -0.195
C: -2.4642 -3.3408 -2.2214  -0.397
C: -3.7082 -3.5603 -1.6232  -0.123
C: -4.6750 -4.3279 -2.2505  -0.074
C: -4.4152 -4.8768 -3.5024  -0.082
C: -3.1869 -4.6581 -4.1071  -0.071
C: -2.2128 -3.8937 -3.4703  -0.077
C: -1.2104 0.0099 2.2212  -0.303
C: -2.3961 -0.4454 2.8033  -0.109
C: -3.2545 0.4201 3.4698  -0.081
C: -2.9416 1.7689 3.5759  -0.083
C: -1.7693 2.2476 3.0096  -0.099
C: -0.9156 1.3900 2.3181  -0.365
P: 0.6875 2.0080 1.6329  1.058
C: 1.4162 2.9661 3.0172  -0.330
C: 2.0045 2.2458 4.0555  -0.076
C: 2.5519 2.9028 5.1455  -0.068
C: 2.5258 4.2911 5.2079  -0.082
C: 1.9450 5.0128 4.1763  -0.076
C: 1.3924 4.3554 3.0831  -0.083
C: 0.2730 3.3270 0.4390  -0.437
C: 1.3662 4.0029 -0.1153  -0.144
C: 1.1740 5.0476 -1.0013  -0.083
C: -0.1172 5.4243 -1.3569  -0.074
C: -1.2056 4.7577 -0.8179  -0.079
C: -1.0118 3.7151 0.0803  -0.102
H: 4.4512 -5.9866 -0.9712  0.103
H: 5.3838 -4.0430 -2.1959  0.109
H: 4.8208 -1.7555 -1.4960  0.072
H: 2.4999 -3.3276 1.7480  0.090
H: 2.9994 -5.6070 1.0006  0.104
H: 3.7843 2.0391 -0.1086  0.068
H: 5.8784 3.3347 -0.2260  0.108
H: 8.0350 2.2402 0.3049  0.105
H: 8.0777 -0.1375 0.9817  0.105
H: 5.9800 -1.4244 1.1156  0.111
H: 4.7903 -0.5929 3.1480  0.097
H: 4.1887 -1.0504 5.4895  0.105
H: 1.8276 -1.5212 6.0920  0.106
H: 0.0863 -1.4754 4.3566  0.107
H: 0.2378 -3.4666 3.2679  0.085
H: -0.0198 -5.8821 2.9558  0.105
H: -0.7307 -6.7799 0.7554  0.104
H: -1.2612 -5.2394 -1.0792  0.105
H: 1.3881 -3.7265 -1.5444  0.102
H: 2.9301 -3.8415 -3.4597  0.100
H: 2.5451 -2.4512 -5.4661  0.112
H: 0.6601 -0.8477 -5.5183  0.119
H: -0.9064 -0.7442 -3.6204  0.048
H: -3.9181 -3.1237 -0.6513  0.102
H: -5.6323 -4.4893 -1.7713  0.106
H: -5.1705 -5.4685 -4.0039  0.103
H: -2.9789 -5.0823 -5.0812  0.105
H: -1.2602 -3.7330 -3.9611  0.103
H: -2.6431 -1.5012 2.7473  0.104
H: -4.1646 0.0408 3.9191  0.106
H: -3.6035 2.4442 4.1032  0.106
H: -1.5147 3.2978 3.1118  0.112
H: 2.0331 1.1668 4.0124  0.066
H: 3.0071 2.3281 5.9424  0.105
H: 2.9571 4.8075 6.0559  0.103
H: 1.9189 6.0944 4.2159  0.105
H: 0.9420 4.9379 2.2901  0.101
H: 2.3750 3.7174 0.1635  0.099
H: 2.0269 5.5605 -1.4276  0.113
H: -0.2706 6.2361 -2.0568  0.111
H: -2.2116 5.0501 -1.0941  0.099
H: -1.8642 3.1997 0.4973  0.070
S: 3.0189 0.1005 -2.5240  0.611
C: 3.1365 1.6644 -3.3013  -0.656
C: 4.3878 2.0784 -3.7728  -0.066
C: 4.5693 3.3096 -4.3793  -0.196
C: 5.8874 3.6923 -4.8319  -0.177
N: 6.9369 4.0019 -5.1828  0.161
C: 3.4742 4.1661 -4.5370  -0.196
C: 2.2313 3.7650 -4.0760  -0.075
C: 2.0376 2.5295 -3.4539  -0.659
S: 0.4218 2.1381 -2.8906  0.534
C: 3.6166 5.4700 -5.1421  -0.178
N: 3.7034 6.5152 -5.6119  0.160
H: 5.2389 1.4223 -3.6447  0.114
H: 1.3858 4.4313 -4.1894  0.113
C: -4.8226 -0.1229 -0.0811  -0.153
C: -4.7318 1.1993 -0.8438  -0.589
C: -4.5748 2.3767 0.1103  -0.142
Sb: -3.1361 1.0694 -2.2796  1.465
C: -3.5939 2.9185 -3.3399  -0.565
C: -2.7078 3.1381 -4.5673  -0.161
C: -5.0628 3.1117 -3.7124  -0.141
C: -4.0803 -0.4313 -3.5358  -0.561
C: -5.6051 -0.5079 -3.5080  -0.130
C: -3.5633 -0.3415 -4.9711  -0.144
H: -5.7038 -0.1458 0.5697  0.085
H: -3.9426 -0.2633 0.5517  0.051
H: -4.8870 -0.9861 -0.7494  0.035
H: -5.6375 1.3357 -1.4365  0.065
H: -3.7320 2.2171 0.7863  0.044
H: -5.4659 2.4827 0.7386  0.083
H: -4.4280 3.3268 -0.4089  0.062
H: -3.3267 3.6667 -2.5864  0.046
H: -2.9717 2.4456 -5.3692  0.056
H: -1.6472 3.0153 -4.3496  -0.004
H: -2.8576 4.1504 -4.9588  0.078
H: -5.3529 2.4356 -4.5184  0.061
H: -5.2176 4.1307 -4.0842  0.078
H: -5.7517 2.9620 -2.8801  0.059
H: -3.6993 -1.3574 -3.0958  0.033
H: -6.0764 0.3873 -3.9135  0.062
H: -6.0049 -0.6702 -2.5072  0.054
H: -5.9305 -1.3542 -4.1239  0.079
H: -3.9773 0.5276 -5.4865  0.060
H: -3.8641 -1.2306 -5.5347  0.078
H: -2.4754 -0.2689 -5.0328  0.054

Properties
M: 1342.123 Da
E_HOMO: -7.129 eV
DFT total energy: -5242.6823 a.u.
multiplicity: 1
net charge: 0

---

Entry 2:
# C72H103F6N16O17S6Sr

C72H103F6N16O17S6Sr as an isolated structure in a non-equilibrium geometry (the ωB97M-V functional and the def2-TZVPD basis, OMol25).

Each line ends with the Löwdin charge.
Atoms and positions in Å:
Sr: 0.4375 -2.1416 3.5541  1.524
C: 1.2524 -1.2170 -1.7059  -0.049
C: 1.7948 -0.9561 -0.3540  -0.487
C: 2.8551 0.1494 -0.4585  -0.158
C: 2.3671 1.5334 -0.4402  -0.215
C: 1.5191 1.8448 0.7440  -0.109
C: 0.2820 0.8662 0.8342  -0.435
N: 0.7998 -0.5420 0.7240  -0.141
O: -0.1265 -1.6420 0.9819  -0.397
C: -0.9036 1.2520 -0.0881  0.006
C: -0.1258 1.0547 2.3052  -0.052
C: 2.5369 -2.2254 0.1449  -0.032
H: 1.1025 -0.2819 -2.2457  0.065
H: 0.3186 -1.7790 -1.7160  0.059
H: 1.9528 -1.9410 -2.1223  0.063
H: 3.4415 -0.0411 -1.3574  0.094
H: 3.5940 0.0981 0.3411  0.124
H: 1.8069 1.7691 -1.3450  0.091
H: 3.2003 2.2226 -0.5782  0.121
H: 1.2637 2.8833 0.5334  0.097
H: 2.1761 1.7715 1.6107  0.127
H: -1.1796 2.2668 0.1983  0.046
H: -1.8032 0.6894 0.1613  0.058
H: -0.6202 1.1459 -1.1353  0.073
H: 0.6125 0.7977 3.0648  0.076
H: -1.0709 0.5388 2.4750  0.065
H: -0.3011 2.1029 2.5473  0.067
H: 3.4109 -2.5628 -0.4121  0.047
H: 1.8671 -3.0851 0.1235  0.059
H: 2.8876 -2.0631 1.1641  0.079
C: -2.5114 -4.4488 4.3416  -0.042
C: -2.6853 -3.4009 5.5204  -0.459
C: -2.1460 -4.1143 6.7267  -0.151
C: -1.9708 -3.2179 7.9953  -0.164
C: -1.0845 -2.0278 7.6181  -0.122
C: -1.5409 -1.1392 6.4007  -0.445
N: -1.8768 -2.1376 5.2694  -0.223
O: -2.0756 -1.5480 3.9630  -0.422
C: -0.3494 -0.1965 6.0409  -0.040
C: -2.7584 -0.2138 6.5705  -0.036
C: -4.2389 -3.0750 5.6270  -0.024
H: -1.5320 -4.9240 4.2860  0.067
H: -2.5765 -3.9855 3.3571  0.036
H: -3.3194 -5.1804 4.3305  0.084
H: -1.1243 -4.4712 6.5967  0.117
H: -2.8706 -4.8379 7.1002  0.131
H: -1.6381 -3.8443 8.8230  0.121
H: -2.9321 -2.8614 8.3654  0.105
H: -0.0805 -2.4461 7.5459  0.117
H: -0.9288 -1.4086 8.5016  0.123
H: -0.5207 0.4756 5.2000  0.056
H: 0.4467 -0.8350 5.6580  0.022
H: -0.2208 0.5085 6.8622  0.105
H: -3.0204 0.3937 5.7042  0.056
H: -2.4593 0.5583 7.2794  0.077
H: -3.5960 -0.7818 6.9754  0.071
H: -4.8054 -4.0031 5.5511  0.077
H: -4.6470 -2.3356 4.9379  0.056
H: -4.6031 -2.6659 6.5694  0.066
C: 1.9845 0.4354 -4.7917  -0.071
C: 1.2409 1.7243 -4.3895  -0.175
N: 2.1294 2.7819 -3.9369  -0.042
C: 1.8283 4.1511 -4.0273  0.002
C: 2.9693 4.8598 -3.6548  0.019
N: 3.9367 3.9197 -3.3222  -0.038
C: 3.4581 2.6755 -3.6153  0.003
C: 5.2872 4.3286 -2.7752  0.054
H: 2.5429 -0.0443 -3.9879  0.046
H: 2.7336 0.7170 -5.5318  0.084
H: 1.2526 -0.1914 -5.3012  0.089
H: 0.3831 1.5321 -3.7451  0.115
H: 0.7230 2.0310 -5.2982  0.131
H: 0.8870 4.5326 -4.3946  0.120
H: 3.1781 5.9194 -3.6500  0.154
H: 3.9944 1.7394 -3.5658  0.152
H: 5.2108 5.0578 -1.9687  0.091
H: 5.9717 4.7024 -3.5367  0.107
H: 5.7597 3.4777 -2.2845  0.096
C: 5.4037 -4.1555 -6.6867  0.050
N: 5.8231 -3.8364 -5.2728  -0.063
C: 7.1075 -3.8027 -4.8428  0.048
C: 7.4093 -3.4628 -3.5094  0.071
C: 6.3708 -3.0879 -2.6191  -0.099
C: 5.0551 -2.9171 -3.1413  0.053
C: 4.8247 -3.3840 -4.4192  0.011
C: 6.7216 -2.7572 -1.2116  -0.103
C: 7.6792 -3.5327 -0.4540  0.074
C: 8.0901 -3.1932 0.8593  0.045
N: 7.3803 -2.2304 1.4528  -0.064
C: 6.3442 -1.5307 0.8761  0.060
C: 5.9980 -1.7765 -0.4584  0.046
C: 7.7705 -1.8124 2.8302  0.062
H: 5.7601 -3.4606 -7.4472  0.117
H: 4.3184 -4.2376 -6.6274  0.089
H: 5.8568 -5.0871 -7.0254  0.112
H: 7.8556 -4.2235 -5.4982  0.159
H: 8.4387 -3.5486 -3.1942  0.136
H: 4.2317 -2.6649 -2.4896  0.097
H: 3.8327 -3.4590 -4.8395  0.126
H: 8.2503 -4.2575 -1.0151  0.119
H: 8.9047 -3.6105 1.4326  0.162
H: 5.7921 -0.8382 1.4942  0.135
H: 5.2147 -1.2562 -0.9897  0.087
H: 7.9016 -2.7311 3.4020  0.119
H: 7.0486 -1.1424 3.2971  0.105
H: 8.7530 -1.3641 2.6824  0.121
C: -1.1732 4.1247 5.8419  0.065
N: -1.4279 4.1835 4.3757  -0.033
C: -2.4994 3.5368 3.8520  0.036
C: -2.7743 3.7208 2.4632  0.033
C: -1.9616 4.5616 1.6836  -0.144
C: -0.8224 5.0514 2.2545  0.067
C: -0.6334 4.9270 3.6005  0.050
C: -2.2827 4.9676 0.2582  -0.072
C: -1.3411 4.7978 -0.7656  0.053
C: -1.6049 5.2984 -2.0272  0.080
N: -2.8292 5.9357 -2.2543  -0.067
C: -3.8074 5.9558 -1.3209  -0.012
C: -3.5551 5.5176 -0.0540  0.038
C: -3.0747 6.5700 -3.5560  0.026
H: -1.5367 5.0877 6.2006  0.124
H: -0.1267 3.9826 6.1116  0.096
H: -1.7752 3.3950 6.3835  0.100
H: -3.0766 2.9360 4.5392  0.136
H: -3.6447 3.1820 2.1190  0.086
H: -0.1702 5.6590 1.6447  0.118
H: 0.2363 5.3408 4.0891  0.132
H: -0.4237 4.2511 -0.6048  0.114
H: -0.9309 5.3120 -2.8710  0.128
H: -4.7488 6.4205 -1.5745  0.139
H: -4.2314 5.8462 0.7213  0.121
H: -2.1607 6.5792 -4.1497  0.104
H: -3.3571 7.6152 -3.4302  0.121
H: -3.8151 6.0484 -4.1625  0.115
C: -3.3267 -2.0538 0.5547  0.000
N: -4.1180 -0.8528 0.6155  -0.052
C: -4.4149 -0.2443 -0.5319  -0.003
C: -5.1377 0.9235 -0.5347  0.080
C: -5.6828 1.4952 0.6816  -0.114
C: -5.4421 0.7466 1.8113  0.034
C: -4.6890 -0.4515 1.8189  0.110
C: -6.2852 2.8375 0.7894  -0.133
C: -6.6655 3.4988 -0.3416  0.033
C: -7.0534 4.8476 -0.3961  0.035
N: -7.0367 5.5366 0.7771  -0.100
C: -6.6968 4.9924 1.9642  0.050
C: -6.2749 3.6221 1.9642  0.065
C: -7.3478 6.9729 0.7617  0.043
H: -2.5674 -1.9124 -0.2145  0.079
H: -4.0244 -2.7946 0.1641  0.103
H: -3.0167 -2.4733 1.5118  0.097
H: -3.9129 -0.7309 -1.3551  0.122
H: -5.2791 1.4139 -1.4865  0.124
H: -5.8064 1.0456 2.7831  0.128
H: -4.5026 -0.9658 2.7501  0.128
H: -6.7644 2.9992 -1.2940  0.134
H: -7.2262 5.4134 -1.2997  0.153
H: -6.7651 5.6230 2.8383  0.155
H: -5.9913 3.1521 2.8943  0.119
H: -6.4604 7.5484 0.4984  0.109
H: -7.6318 7.2050 1.7882  0.115
H: -8.1088 7.2312 0.0253  0.123
C: -1.4363 -8.5057 -10.0005  0.048
N: -1.4458 -7.8323 -8.6642  -0.068
C: -1.5400 -8.5731 -7.5521  0.035
C: -1.5512 -7.9837 -6.2647  0.085
C: -1.2480 -6.5994 -6.2043  -0.127
C: -1.0555 -5.8459 -7.3305  0.052
C: -1.1364 -6.4834 -8.5836  0.070
C: -1.1754 -6.0153 -4.8044  -0.108
C: -0.0893 -5.2681 -4.4041  0.020
C: 0.1225 -4.9724 -3.0728  0.009
N: -0.9429 -5.1232 -2.2646  -0.073
C: -2.0434 -5.8023 -2.5638  0.003
C: -2.2101 -6.1920 -3.8592  0.062
C: -0.8182 -4.4983 -0.9277  0.039
H: -1.8120 -7.8400 -10.7775  0.115
H: -2.0732 -9.3902 -10.0068  0.114
H: -0.4327 -8.8681 -10.2232  0.119
H: -1.6910 -9.6287 -7.7231  0.155
H: -1.6182 -8.5279 -5.3342  0.137
H: -0.7470 -4.8246 -7.1622  0.136
H: -0.8914 -6.0293 -9.5323  0.150
H: 0.7430 -5.0942 -5.0700  0.128
H: 0.9641 -4.4009 -2.7100  0.139
H: -2.8050 -5.8388 -1.7989  0.165
H: -3.0070 -6.8748 -4.1143  0.146
H: -0.5509 -5.3227 -0.2667  0.121
H: -1.7607 -4.0489 -0.6148  0.086
H: -0.0011 -3.7801 -0.8599  0.065
N: 1.7949 6.9147 0.8565  -0.276
S: 2.8011 5.8848 0.5424  0.397
O: 2.8853 4.6353 1.2716  -0.283
O: 3.9390 6.3640 -0.1859  -0.274
F: 1.9428 5.2771 -0.7427  -0.292
S: 2.5348 7.4034 2.2798  0.613
O: 3.9709 7.7043 2.3097  -0.224
O: 1.9717 6.9598 3.5513  -0.272
F: 1.9744 8.9482 2.2451  -0.212
N: 4.0327 3.3083 5.6657  -0.214
S: 3.5716 3.6352 4.2217  0.391
O: 4.2830 4.7696 3.6082  -0.297
O: 2.1815 3.3511 3.9240  -0.335
F: 4.3802 2.4416 3.5912  -0.202
S: 3.3885 4.8254 6.1602  0.593
O: 1.9607 4.9650 6.1438  -0.321
O: 4.2296 6.0143 6.0883  -0.250
F: 3.6469 4.3350 7.7251  -0.241
N: -3.0555 -2.9811 -2.7768  -0.264
S: -2.5539 -2.2440 -3.9822  0.409
O: -2.7689 -0.8242 -3.9150  -0.279
O: -2.7322 -2.8907 -5.2770  -0.282
F: -0.9368 -2.4467 -3.7815  -0.223
S: -4.6086 -3.0491 -3.3518  0.552
O: -4.9716 -4.1010 -4.2986  -0.253
O: -5.3627 -1.8132 -3.4437  -0.260
F: -5.2052 -3.5435 -1.9493  -0.201
N: 3.8221 -1.0960 4.3023  -0.666
O: 2.6360 -1.0853 4.1065  -0.181
O: 4.5464 -1.6424 3.5498  -0.039
O: 4.4418 -0.6188 5.2710  0.037

Properties
M: 1858.721 Da
E_HOMO: -13.935 eV
DFT total energy: -7977.2442 a.u.
multiplicity: 1
net charge: +5

---

Computed orbital gap, in the same sequence as the records: 7.076; 2.537 eV.